(1)
Density functional theory data (ωB97M-V/def2-TZVPD) for 2 unconnected molecules or ions with the total composition C42H52N4O4S in a non-equilibrium geometry.

gap between HOMO and LUMO = 4.62 eV
F_max = 3.00 eV/Å
ΔE to the lowest compared entry with this formula, charge and spin = 9.8 kcal/mol
2S+1 = 1

CARTESIAN COORDINATES (ANGSTROEM)
C -0.90 1.90 -3.48
C -1.78 2.45 -2.37
C -1.01 3.56 -1.65
C -3.03 3.07 -3.02
C -2.26 1.42 -1.31
C -3.01 1.93 -0.25
C -3.49 1.07 0.73
C -3.33 -0.31 0.60
C -2.79 -0.87 -0.56
C -3.17 -2.32 -0.94
C -2.10 -3.34 -0.58
C -3.52 -2.40 -2.43
C -4.45 -2.75 -0.19
C -1.97 0.03 -1.30
N -0.64 -0.35 -1.62
C 0.44 0.12 -0.87
C 0.28 0.98 0.21
C 1.42 1.68 0.78
C 2.41 2.24 -0.06
C 3.63 2.64 0.48
C 3.82 2.60 1.87
C 2.79 2.18 2.72
C 1.55 1.81 2.19
N 1.50 -0.70 -1.15
C 2.78 -0.76 -0.49
C 2.87 -1.14 0.88
C 1.88 -2.06 1.67
C 2.15 -1.91 3.17
C 2.16 -3.51 1.25
C 0.41 -1.75 1.49
C 4.08 -0.85 1.52
C 5.26 -0.78 0.80
C 5.18 -0.78 -0.59
C 3.96 -0.55 -1.24
C 4.11 -0.12 -2.73
C 5.27 0.88 -2.87
C 2.89 0.52 -3.37
C 4.49 -1.35 -3.57
C 1.10 -1.63 -2.12
C -0.20 -1.42 -2.38
H -1.40 1.11 -4.06
H -0.69 2.72 -4.18
H 0.06 1.53 -3.09
H -1.67 4.09 -0.95
H -0.18 3.13 -1.08
H -0.63 4.27 -2.39
H -3.67 3.55 -2.27
H -2.72 3.82 -3.75
H -3.61 2.30 -3.54
H -3.19 3.01 -0.16
H -4.01 1.48 1.59
H -3.68 -0.95 1.42
H -1.83 -3.27 0.48
H -2.49 -4.35 -0.77
H -1.19 -3.21 -1.18
H -4.38 -1.76 -2.65
H -2.69 -2.10 -3.08
H -3.80 -3.43 -2.68
H -5.27 -2.04 -0.37
H -4.80 -3.73 -0.54
H -4.30 -2.84 0.89
H -0.72 1.11 0.60
H 2.18 2.36 -1.12
H 4.43 2.98 -0.18
H 4.78 2.92 2.30
H 2.94 2.15 3.80
H 0.68 1.59 2.81
H 2.09 -0.85 3.46
H 1.39 -2.45 3.75
H 3.13 -2.31 3.43
H 1.94 -3.67 0.19
H 3.21 -3.76 1.43
H 1.54 -4.20 1.84
H 0.06 -1.88 0.46
H -0.18 -2.44 2.12
H 0.17 -0.74 1.82
H 4.15 -0.75 2.61
H 6.23 -0.74 1.31
H 6.10 -0.90 -1.18
H 6.24 0.42 -2.65
H 5.31 1.24 -3.91
H 5.13 1.75 -2.22
H 2.12 -0.22 -3.62
H 2.48 1.33 -2.75
H 3.20 0.97 -4.33
H 3.68 -2.09 -3.55
H 4.65 -1.04 -4.61
H 5.40 -1.81 -3.20
H 1.79 -2.35 -2.52
H -0.85 -1.92 -3.09
O -7.16 0.27 6.07
N -6.40 -0.41 5.34
O -6.70 -1.53 4.86
C -5.10 0.09 5.01
C -4.61 1.34 5.28
C -3.39 1.51 4.58
N -2.93 2.78 4.14
O -2.07 2.79 3.23
O -3.41 3.81 4.66
C -2.97 0.38 3.83
S -4.07 -0.90 3.97
H -5.09 2.10 5.88
H -2.06 0.31 3.25

Atomic partial charges in e from the Löwdin method, atoms 1 to 2: -0.044, -0.539


(2)
Density functional theory data (ωB97M-V/def2-TZVPD) for a molecular structure, C42H53BaN12O3S3.

gap between HOMO and LUMO = 6.89 eV
F_max = 0.57 eV/Å
total charge = -1
ΔE to the lowest compared entry with this formula, charge and spin = 0.6 kcal/mol
2S+1 = 1

CARTESIAN COORDINATES (ANGSTROEM)
Ba -0.80 -0.17 0.25
C -6.14 2.40 2.06
S -6.03 2.05 0.30
C -4.30 1.65 0.07
S -3.21 1.68 1.39
N -4.11 1.37 -1.19
N -2.83 0.99 -1.52
C -2.57 1.11 -2.76
C -1.27 0.75 -3.34
C -1.05 1.01 -4.69
C 0.19 0.70 -5.24
C 1.16 0.16 -4.42
C 0.85 -0.06 -3.09
N -0.33 0.21 -2.56
H -7.19 2.65 2.24
H -5.51 3.24 2.33
H -5.87 1.53 2.65
H -3.33 1.52 -3.43
H -1.83 1.44 -5.29
H 0.39 0.89 -6.29
H 2.15 -0.09 -4.80
H 1.59 -0.49 -2.41
C 3.67 -2.07 1.45
C 4.20 -1.68 0.07
C 5.22 -0.58 0.13
C 6.58 -0.90 0.16
C 7.55 0.08 0.24
C 7.17 1.41 0.31
C 5.82 1.77 0.28
C 5.47 3.23 0.45
C 4.93 3.53 1.85
C 4.84 0.77 0.19
N 3.47 1.10 0.19
C 3.05 1.78 -0.82
C 1.75 2.36 -1.02
C 1.44 3.19 -2.11
C 0.13 3.62 -1.91
C -0.28 3.03 -0.71
N 0.68 2.26 -0.16
H 2.98 -2.91 1.37
H 3.13 -1.24 1.90
H 4.49 -2.34 2.12
H 3.36 -1.38 -0.55
H 4.67 -2.55 -0.40
H 6.86 -1.95 0.11
H 8.60 -0.19 0.26
H 7.92 2.18 0.39
H 4.73 3.55 -0.29
H 6.37 3.83 0.26
H 4.03 2.96 2.03
H 4.70 4.59 1.96
H 5.67 3.26 2.61
H 3.74 1.99 -1.65
H 2.11 3.44 -2.92
H -0.45 4.28 -2.54
H -1.25 3.12 -0.23
C 2.90 0.94 3.85
N 1.67 1.70 3.99
C 1.53 2.89 3.16
C 0.06 3.22 3.31
N -0.55 1.94 3.67
C -1.69 2.07 4.57
C 0.46 1.03 3.99
N 0.36 -0.23 4.20
C -0.91 -0.87 3.94
C -0.76 -2.02 2.93
N -1.90 -2.03 2.03
C -2.77 -2.97 1.99
N -3.84 -2.93 1.13
C -4.02 -1.89 0.15
C -4.37 -4.26 0.93
C -4.01 -4.91 2.26
N -2.82 -4.17 2.69
C -2.53 -4.21 4.12
H 3.73 1.53 4.25
H 3.10 0.72 2.80
H 2.81 0.01 4.41
H 1.76 2.65 2.11
H 2.18 3.69 3.50
H -0.38 3.62 2.40
H -0.10 3.94 4.13
H -2.54 2.48 4.02
H -1.44 2.75 5.40
H -1.98 1.11 4.98
H -1.65 -0.20 3.48
H -1.35 -1.24 4.87
H -0.56 -2.98 3.41
H 0.15 -1.82 2.35
H -3.76 -0.93 0.60
H -5.08 -1.84 -0.12
H -3.44 -2.05 -0.76
H -3.88 -4.76 0.09
H -5.44 -4.24 0.76
H -3.79 -5.98 2.16
H -4.82 -4.78 2.99
H -3.33 -4.74 4.63
H -2.47 -3.21 4.53
H -1.59 -4.73 4.33
O -2.37 -4.79 -1.78
S -1.59 -3.70 -2.33
O -2.20 -2.92 -3.37
N -0.99 -2.76 -1.16
C 0.34 -2.81 -1.10
O 1.03 -2.12 -0.33
C 0.95 -3.75 -2.10
C 2.29 -4.05 -2.30
C 2.61 -4.94 -3.31
C 1.62 -5.52 -4.10
C 0.28 -5.22 -3.89
C -0.02 -4.33 -2.88
H 3.05 -3.58 -1.68
H 3.65 -5.19 -3.50
H 1.90 -6.21 -4.88
H -0.50 -5.67 -4.50

Atomic partial charges in e from the Löwdin method, atoms 1 to 2: 1.706, -0.482


| no. | LUMO energy (eV) |
| --- | --- |
| 1 | -1.621 |
| 2 | 2.222 |